[1]
{
  "formula": "C6H10I2O",
  "method": "ωB97M-V/def2-TZVPD",
  "species": ["I", "I", "O", "C", "C", "C", "C", "C", "C", "H", "H", "H", "H", "H", "H", "H", "H", "H", "H"],
  "xyz": [[-2.167, 2.007, -0.042], [-4.095, -0.719, 0.371], [-2.409, -2.162, -1.720], [0.497, 0.276, 0.084], [-0.619, 0.852, -0.740], [0.259, 0.253, 1.569], [1.813, 1.116, -0.039], [-2.480, -1.183, -1.069], [0.708, -1.265, -0.441], [2.425, 1.096, -0.995], [1.570, 2.159, 0.066], [0.736, -0.639, 1.944], [0.522, 1.083, 2.026], [1.624, -1.737, -0.246], [-0.558, 0.916, -1.765], [0.707, -1.326, -1.459], [-0.789, 0.197, 1.811], [2.455, 0.882, 0.716], [-0.196, -1.806, -0.071]],
  "forces_ev_per_a": [[0.9, 1.0, -0.1], [-1.3, -0.8, 0.9], [0.0, 3.0, 1.9], [1.4, -1.0, -1.2], [0.4, 0.3, 2.2], [-2.2, -3.9, -1.8], [-1.0, 0.5, -3.6], [0.1, -3.6, -2.7], [-2.4, 2.1, 2.4], [-1.0, -0.5, 0.8], [-0.3, 0.6, 0.2], [0.3, 0.0, 0.6], [1.9, 4.0, 2.2], [1.3, -0.4, 1.4], [0.3, 0.0, -2.1], [-0.5, 0.3, -3.1], [-0.7, -0.5, 0.0], [1.8, -0.9, 2.2], [1.1, 0.0, -0.1]],
  "homo_lumo_gap_ev": [7.60, 6.57],
  "spin_multiplicity": 3
}

=====

[2]
{
  "formula": "C6H10MnO3",
  "method": "ωB97M-V/def2-TZVPD",
  "species": ["Mn", "O", "O", "O", "C", "C", "C", "C", "C", "C", "H", "H", "H", "H", "H", "H", "H", "H", "H", "H"],
  "xyz": [[-0.530, -1.045, -3.006], [-0.712, 0.636, -1.575], [0.551, -1.134, -1.181], [0.475, 0.598, 0.306], [-0.128, -0.874, 2.181], [0.142, -0.001, -0.946], [0.989, -0.278, 1.396], [0.099, 3.085, 0.039], [-0.469, 1.815, 0.605], [-0.353, -2.187, 2.215], [-1.496, 1.616, 0.301], [1.590, -1.026, 0.877], [1.620, 0.397, 1.980], [-0.649, 3.869, 0.213], [0.274, 3.005, -1.041], [-1.123, -2.608, 2.864], [-0.494, 1.805, 1.701], [1.026, 3.397, 0.536], [0.243, -2.884, 1.621], [-0.724, -0.196, 2.798]],
  "forces_ev_per_a": [[-0.5, -0.4, -1.0], [0.7, 0.0, -0.6], [1.2, -0.2, 0.3], [-0.8, 1.1, -0.8], [-0.2, -0.2, 0.2], [-1.8, 0.0, 0.7], [0.2, -0.3, 0.6], [0.3, -0.1, -0.2], [0.2, 0.3, 1.6], [0.1, 0.2, 0.0], [0.5, -0.5, -0.4], [-0.1, 0.2, 0.1], [-0.1, -0.1, -0.1], [0.1, -0.2, -0.1], [-0.1, 0.1, 0.3], [0.2, 0.1, -0.2], [0.3, 0.1, -0.2], [-0.2, -0.2, -0.1], [-0.2, 0.2, 0.2], [0.2, -0.2, -0.1]],
  "homo_lumo_gap_ev": [7.83, 10.75],
  "total_charge": 1,
  "spin_multiplicity": 7
}

=====

[3]
{
  "formula": "C6H10N",
  "method": "ωB97M-V/def2-TZVPD",
  "species": ["N", "C", "C", "C", "C", "C", "C", "H", "H", "H", "H", "H", "H", "H", "H", "H", "H"],
  "xyz": [[-1.297, -1.234, 1.930], [-0.067, -1.389, 1.543], [1.973, -0.006, -1.035], [-0.133, 1.335, -1.348], [-1.616, -0.156, 0.972], [-0.131, -0.387, 0.392], [0.537, 0.272, -0.602], [1.665, -0.431, -1.994], [0.744, -1.971, 1.985], [2.507, 0.885, -0.975], [-1.222, 1.446, -1.066], [2.520, -0.661, -0.509], [0.452, 2.201, -0.970], [0.143, 1.360, -2.491], [-1.870, -1.677, 2.566], [-1.940, 0.858, 1.381], [-2.263, -0.446, 0.222]],
  "forces_ev_per_a": [[1.6, 1.9, -2.1], [1.2, 1.4, -1.9], [-4.3, 0.5, -1.2], [0.1, 1.2, -1.1], [1.8, 1.4, -0.2], [-1.5, 0.1, 2.5], [0.6, -1.9, 1.9], [1.4, 0.3, -0.6], [-0.5, -0.3, -0.1], [0.9, 1.8, -1.0], [1.3, 0.0, -0.8], [1.4, -2.8, 2.1], [-0.7, 0.2, -0.2], [-1.0, -0.4, 2.2], [-1.1, -1.2, 1.9], [0.8, -1.5, -0.1], [-2.0, -0.8, -1.2]],
  "de_lowest_ev": 1.527,
  "homo_lumo_gap_ev": 9.12,
  "total_charge": 1,
  "smiles": "CC(C)=C1C=[NH+]C1"
}